Record 1
{"formula": "C21H20AsAuClOS5", "method": "ωB97M-V/def2-TZVPD", "s_squared": 2.022, "homo_lumo_gap_ev": [6.38, 5.13], "total_charge": -1, "lumo_energy_ev": [2.271, 0.851], "multiplicity": 3, "species": ["Au", "S", "As", "S", "S", "S", "O", "S", "C", "C", "C", "C", "C", "C", "C", "C", "C", "C", "C", "C", "C", "C", "H", "H", "H", "H", "H", "H", "H", "H", "H", "H", "H", "H", "H", "H", "Cl", "C", "C", "C", "C", "C", "C", "C", "H", "H", "H", "H", "H", "H"], "positions_angstrom": [[0.213, 0.109, 0.162], [1.528, 2.447, 4.016], [-0.116, 1.985, 2.723], [0.288, 2.636, 0.670], [-0.519, -0.152, 2.729], [-1.680, 3.130, 3.590], [-1.934, 0.277, -0.708], [-2.489, 1.588, -1.224], [-3.957, 1.082, -2.150], [-3.560, 0.132, -3.257], [-3.776, -1.235, -3.115], [-3.386, -2.123, -4.114], [-2.769, -1.649, -5.266], [-2.536, -0.285, -5.411], [-2.928, 0.598, -4.411], [-3.345, 2.476, 0.117], [-4.380, 1.693, 0.881], [-5.721, 2.069, 0.816], [-6.691, 1.387, 1.546], [-6.322, 0.318, 2.355], [-4.983, -0.061, 2.428], [-4.014, 0.620, 1.698], [-4.396, 2.008, -2.537], [-4.632, 0.620, -1.433], [-4.232, -1.606, -2.199], [-3.553, -3.189, -3.984], [-2.467, -2.340, -6.048], [-2.037, 0.091, -6.300], [-2.727, 1.662, -4.517], [-3.784, 3.338, -0.399], [-2.536, 2.830, 0.760], [-6.011, 2.912, 0.189], [-7.732, 1.693, 1.485], [-7.073, -0.205, 2.941], [-4.675, -0.873, 3.081], [-2.972, 0.330, 1.786], [4.020, -0.556, -2.030], [3.236, -1.923, -1.269], [3.431, -3.174, -1.848], [2.819, -4.293, -1.308], [2.012, -4.148, -0.181], [1.828, -2.898, 0.384], [2.434, -1.738, -0.136], [2.200, -0.422, 0.529], [4.070, -3.257, -2.719], [2.975, -5.267, -1.759], [1.519, -5.016, 0.251], [1.193, -2.778, 1.260], [2.827, 0.388, 0.173], [2.230, -0.491, 1.617]], "forces_ev_per_angstrom": [[0.129, -0.051, -0.230], [-0.103, 0.286, 0.250], [-0.299, -0.439, -0.456], [0.032, -0.086, 0.098], [0.002, 0.159, -0.042], [0.260, 0.114, 0.225], [-0.333, 0.168, 0.068], [0.461, -0.061, 0.103], [0.129, -0.158, -0.249], [-0.017, 0.081, 0.050], [0.037, -0.069, 0.026], [-0.002, 0.058, 0.045], [-0.042, 0.043, 0.023], [-0.009, -0.008, 0.053], [-0.026, 0.039, 0.023], [-0.135, -0.228, 0.081], [-0.007, 0.070, 0.017], [-0.087, -0.077, -0.074], [0.052, -0.001, -0.044], [0.114, 0.020, -0.008], [-0.023, 0.120, -0.052], [-0.067, 0.030, -0.004], [-0.013, -0.096, 0.027], [-0.117, -0.070, -0.047], [0.058, 0.042, -0.151], [0.012, 0.156, -0.016], [-0.019, 0.090, 0.120], [-0.080, -0.041, 0.124], [-0.039, -0.141, -0.006], [0.043, -0.037, 0.104], [0.037, -0.018, -0.010], [0.039, -0.112, 0.103], [0.142, -0.023, 0.017], [0.094, 0.043, -0.082], [-0.052, 0.082, -0.101], [-0.057, 0.050, 0.005], [-0.046, -0.085, 0.079], [-0.091, -0.065, -0.116], [-0.008, 0.129, 0.067], [0.002, 0.027, 0.050], [-0.078, 0.064, 0.052], [0.031, -0.093, 0.120], [-0.044, 0.316, 0.174], [-0.046, -0.314, -0.132], [-0.034, 0.024, 0.018], [-0.021, 0.083, 0.031], [0.084, 0.147, -0.046], [0.080, -0.022, -0.119], [0.036, -0.077, -0.045], [0.021, -0.069, -0.124]], "lowdin_charge": [0.545, 0.021, -0.581, -0.044, -0.057, -0.050, -0.636, 0.919, -0.286, -0.283, -0.038, -0.081, -0.097, -0.086, -0.052, -0.298, -0.280, -0.063, -0.099, -0.100, -0.064, -0.044, 0.105, 0.091, 0.119, 0.102, 0.098, 0.101, 0.114, 0.097, 0.013, 0.108, 0.095, 0.095, 0.107, 0.029, 0.654, -0.607, -0.133, -0.111, -0.098, -0.063, -0.331, -0.267, 0.093, 0.094, 0.098, 0.104, 0.015, 0.033]}

***

Record 2
{"formula": "C19H23N3O4", "method": "ωB97M-V/def2-TZVPD", "homo_lumo_gap_ev": 8.95, "lumo_energy_ev": 0.621, "smiles": "C[C@@H](OC(=O)CCc1nc2ccccc2c(=O)[nH]1)C(=O)NC1CCCC1", "e_above_lowest_ev": 0.527, "species": ["C", "C", "O", "C", "O", "C", "C", "C", "N", "C", "C", "C", "C", "C", "C", "C", "O", "N", "C", "O", "N", "C", "C", "C", "C", "C", "H", "H", "H", "H", "H", "H", "H", "H", "H", "H", "H", "H", "H", "H", "H", "H", "H", "H", "H", "H", "H", "H", "H"], "positions_angstrom": [[-1.795, -0.264, -2.636], [-1.028, -0.388, -1.327], [-0.142, 0.726, -1.142], [-0.683, 1.841, -0.646], [-1.871, 2.020, -0.547], [0.378, 2.804, -0.175], [1.003, 2.277, 1.135], [1.956, 1.152, 0.853], [3.172, 1.440, 0.552], [4.022, 0.410, 0.240], [5.361, 0.700, -0.050], [6.228, -0.313, -0.386], [5.790, -1.636, -0.447], [4.477, -1.940, -0.169], [3.584, -0.926, 0.181], [2.184, -1.223, 0.476], [1.645, -2.307, 0.370], [1.466, -0.114, 0.895], [-1.877, -0.503, -0.043], [-1.335, -0.374, 1.045], [-3.170, -0.786, -0.193], [-4.097, -0.777, 0.921], [-4.857, 0.551, 0.978], [-5.963, 0.405, -0.073], [-6.213, -1.109, -0.225], [-5.204, -1.805, 0.701], [-2.489, 0.573, -2.596], [-2.325, -1.187, -2.857], [-1.084, -0.080, -3.440], [-0.357, -1.256, -1.353], [-0.092, 3.771, 0.004], [1.158, 2.902, -0.930], [1.565, 3.090, 1.595], [0.214, 1.948, 1.812], [5.684, 1.728, -0.001], [7.261, -0.085, -0.607], [6.484, -2.419, -0.713], [4.109, -2.954, -0.207], [0.470, -0.270, 1.101], [-3.586, -0.749, -1.109], [-3.506, -0.961, 1.820], [-5.285, 0.675, 1.972], [-4.197, 1.394, 0.776], [-6.866, 0.931, 0.232], [-5.642, 0.837, -1.021], [-6.065, -1.421, -1.259], [-7.234, -1.373, 0.047], [-5.666, -2.034, 1.660], [-4.820, -2.732, 0.279]], "forces_ev_per_angstrom": [[0.232, 0.128, 0.221], [-0.260, -0.070, -0.016], [0.141, -0.181, -0.281], [-0.031, 0.697, -0.015], [-0.037, 0.015, -0.055], [-0.143, -0.109, 0.084], [-0.067, -0.009, -0.123], [0.272, 0.067, 0.144], [-0.169, 0.675, 0.095], [-0.022, -0.635, -0.099], [0.050, -0.088, -0.008], [-0.019, 0.146, 0.025], [-0.067, -0.191, -0.010], [-0.025, -0.025, 0.017], [0.279, 0.283, -0.042], [-0.063, 0.176, 0.031], [-0.048, -0.233, -0.030], [0.028, -0.259, 0.272], [0.257, -0.122, -0.511], [0.053, 0.032, 0.386], [-0.338, -0.201, -0.173], [-0.016, -0.051, 0.462], [0.134, 0.013, -0.002], [-0.059, 0.096, 0.026], [-0.109, -0.067, -0.023], [0.071, -0.015, 0.007], [-0.060, 0.006, -0.021], [-0.056, -0.102, -0.052], [-0.001, -0.049, -0.049], [-0.150, 0.139, 0.083], [-0.006, -0.094, -0.073], [0.009, 0.050, -0.001], [-0.011, -0.125, 0.012], [-0.011, 0.061, 0.057], [0.014, 0.114, 0.001], [0.072, 0.034, -0.014], [0.038, -0.068, -0.017], [-0.021, -0.083, -0.013], [0.116, 0.020, -0.116], [0.217, 0.035, -0.095], [-0.097, 0.002, -0.124], [-0.013, 0.000, 0.072], [0.025, 0.042, 0.098], [-0.006, 0.070, -0.085], [-0.036, 0.056, -0.034], [-0.065, -0.033, -0.039], [-0.024, -0.052, -0.096], [0.003, -0.023, 0.042], [0.019, -0.071, 0.082]], "lowdin_charge": [-0.019, -0.222, 0.032, -0.485, 0.124, -0.055, -0.079, -0.317, 0.162, -0.213, -0.018, -0.079, -0.083, -0.014, -0.073, -0.399, 0.070, 0.199, -0.426, 0.059, 0.141, -0.296, -0.129, -0.178, -0.182, -0.139, 0.086, 0.088, 0.093, 0.162, 0.126, 0.130, 0.123, 0.127, 0.109, 0.102, 0.100, 0.118, 0.115, 0.132, 0.148, 0.117, 0.108, 0.103, 0.102, 0.100, 0.102, 0.115, 0.113]}

***

Record 3
{"formula": "C7H15CsNO5", "method": "ωB97M-V/def2-TZVPD", "s_squared": 0.758, "homo_lumo_gap_ev": [7.64, 7.63], "lumo_energy_ev": [-0.509, -0.509], "multiplicity": 2, "species": ["Cs", "C", "O", "O", "O", "C", "O", "C", "C", "N", "C", "C", "O", "C", "H", "H", "H", "H", "H", "H", "H", "H", "H", "H", "H", "H", "H", "H", "H"], "positions_angstrom": [[-24.963, -5.090, 14.966], [-25.074, -8.290, 17.281], [-25.278, -8.751, 18.398], [-25.668, -7.291, 16.870], [-24.189, -8.805, 16.614], [-21.952, -0.227, 15.831], [-22.406, -1.556, 15.856], [-23.772, -1.730, 16.254], [-24.890, -1.142, 15.277], [-25.080, -2.029, 14.120], [-24.150, -1.856, 13.087], [-24.349, -2.883, 11.951], [-23.928, -4.155, 12.364], [-24.435, -5.200, 11.474], [-22.555, 0.354, 15.133], [-20.948, -0.053, 15.445], [-22.102, 0.187, 16.827], [-23.840, -1.380, 17.284], [-23.895, -2.800, 16.423], [-24.756, -0.095, 15.006], [-25.745, -1.219, 15.949], [-26.011, -1.824, 13.785], [-23.173, -2.137, 13.482], [-24.090, -0.814, 12.772], [-23.711, -2.542, 11.135], [-25.383, -2.893, 11.607], [-23.924, -6.151, 11.627], [-24.276, -4.937, 10.429], [-25.511, -5.333, 11.592]], "forces_ev_per_angstrom": [[-0.125, -0.820, 0.605], [-0.200, 1.226, -0.076], [-0.623, -1.423, 2.744], [-1.645, 2.578, -1.144], [2.539, -1.858, -1.907], [-1.193, 0.704, -0.035], [0.128, -0.976, -0.676], [0.673, 0.987, -0.508], [1.191, -1.669, 1.578], [-1.820, 0.198, 1.899], [1.510, -1.116, -0.981], [0.256, 1.497, 0.049], [-0.446, -1.487, -0.562], [0.364, 0.766, 0.037], [-0.334, 0.257, -0.020], [0.203, -0.922, 0.436], [0.370, 0.381, 0.103], [-0.457, 0.807, 0.038], [-0.085, -0.071, -0.631], [0.266, 0.099, 0.059], [-0.450, 0.149, -0.393], [-0.228, -0.101, -0.283], [0.280, 0.323, 0.110], [0.044, 0.101, -0.658], [-0.067, -0.042, -0.380], [-0.257, -0.067, -0.052], [0.104, 0.250, 0.456], [0.143, 0.215, -0.044], [-0.142, 0.016, 0.234]], "lowdin_charge": [1.179, -1.109, 0.130, -0.147, 0.093, -0.107, -0.207, -0.185, -0.157, -0.150, -0.228, -0.231, -0.339, -0.094, 0.071, 0.094, 0.092, 0.118, 0.058, 0.110, 0.117, 0.116, 0.125, 0.129, 0.128, 0.124, 0.095, 0.091, 0.083]}